[1]
Entry from the OMol25 dataset: 2 unconnected molecules or ions with the total composition C2H9NOS2 in a non-equilibrium geometry (the ωB97M-V functional and the def2-TZVPD basis).

XYZ file:
```
15
Properties=species:S:1:pos:R:3:forces:R:3:nbo_charge:R:1
N 2.75937 1.68968 -0.95866 0.29 -0.06 0.17 -0.8361
C 2.38540 1.45386 0.42989 0.59 0.91 -0.41 -0.2427
C 0.89386 1.54293 0.71282 -0.79 0.40 0.49 -0.5559
S 0.22383 -0.10674 0.40470 -0.17 0.36 -0.72 0.1038
S -1.79844 0.02409 0.68948 -0.63 -0.23 0.92 -0.1519
H 2.30602 2.51861 -1.30652 -0.06 -0.03 -0.31 0.3528
H 2.62931 0.90587 -1.57531 -0.32 -0.05 -0.07 0.3639
H 2.82975 0.50886 0.73069 -0.13 -0.13 0.24 0.2048
H 2.91129 2.24573 0.97096 -0.18 -0.18 0.40 0.2023
H 0.58661 1.91965 1.69520 0.56 -0.57 0.34 0.2238
H 0.41865 2.31021 0.09160 0.17 -0.40 -0.57 0.2105
H -2.32574 1.03283 -0.03375 0.67 -0.04 -0.49 0.1246
H -2.21493 -4.67472 -2.14044 0.07 0.18 -0.02 0.4682
H -1.70492 -3.22553 -2.29575 -0.05 -0.15 0.03 0.4701
O -2.34325 -3.77299 -1.82526 -0.03 -0.02 0.00 -0.9383
```
Positions in Å, forces in eV/Å.

Summary:
**Gap between HOMO and LUMO**: 9.10 eV
**Lowest unoccupied orbital energy**: 0.021 hartree
**E_tot**: -1007.94382 hartree
**Highest occupied orbital energy**: -8.53 eV
**ΔE to the lowest compared entry with this formula, charge and spin**: 12.57 kcal per mole

---

[2]
Entry from the OMol25 dataset: 2 unconnected molecules or ions with the total composition C2H9NOS2 in a non-equilibrium geometry (the ωB97M-V functional and the def2-TZVPD basis).

XYZ file:
```
15
Properties=species:S:1:pos:R:3:forces:R:3:nbo_charge:R:1
C 1.01140 2.51433 -0.52685 -1.30 -0.15 0.28 -0.7365
S 0.53840 0.79983 -0.16087 0.24 0.02 -0.26 0.0721
S 2.26693 -0.12506 -0.81319 0.03 -0.28 -0.23 -0.1507
H 1.86126 2.77822 0.08032 0.32 0.28 -0.15 0.2271
H 1.10168 2.67098 -1.59930 0.45 -0.07 0.09 0.2241
H 0.11990 3.08732 -0.22342 0.38 -0.03 0.08 0.2291
H 2.60774 -0.80708 0.29069 -0.06 0.21 0.15 0.1352
N -1.94531 -2.11084 -0.23142 -0.41 0.03 0.21 -0.8484
C -2.17987 -1.68698 1.13299 0.18 0.70 -0.01 0.0886
O -2.26221 -0.25148 1.24445 -0.17 -0.25 0.00 -0.7462
H -2.83037 -2.32530 -0.67368 0.07 0.07 -0.10 0.3562
H -1.54422 -1.32919 -0.73754 0.16 -0.08 -0.04 0.3725
H -1.36674 -2.03408 1.77078 0.00 -0.06 0.09 0.1449
H -3.13197 -2.06810 1.50040 0.09 -0.30 -0.04 0.1596
H -1.52412 0.07783 1.76424 0.03 -0.11 -0.06 0.4722
```
Positions in Å, forces in eV/Å.

Summary:
**Gap between HOMO and LUMO**: 9.35 eV
**Lowest unoccupied orbital energy**: 0.021 hartree
**E_tot**: -1007.94344 hartree
**Highest occupied orbital energy**: -8.78 eV
**ΔE to the lowest compared entry with this formula, charge and spin**: 12.81 kcal per mole

---

[3]
Entry from the OMol25 dataset: 2 unconnected molecules or ions with the total composition C2H9NOS2 in a non-equilibrium geometry (the ωB97M-V functional and the def2-TZVPD basis).

XYZ file:
```
15
Properties=species:S:1:pos:R:3:forces:R:3:nbo_charge:R:1
C -1.74236 4.16155 -0.79841 0.60 -0.23 -1.17 -0.7784
S -2.80571 4.26439 0.63804 -0.25 0.68 0.78 0.0749
S -3.73506 2.54334 1.28308 0.25 -0.19 -0.88 -0.1108
H -1.70636 3.27066 -1.43535 -0.31 -0.20 0.63 0.2410
H -0.72626 4.39450 -0.48680 0.06 -0.26 0.20 0.2229
H -1.99733 4.95082 -1.50312 -0.42 0.22 0.15 0.2305
H -2.65241 1.78281 1.49321 0.08 -0.01 0.28 0.1198
N 5.75326 -4.95315 -0.79749 -0.97 0.18 0.00 -0.8263
C 4.68774 -5.86772 -0.42378 1.00 -1.89 -0.01 0.0720
O 3.79206 -6.16856 -1.49279 0.03 0.43 0.38 -0.7188
H 6.00622 -5.19287 -1.75133 0.35 -0.16 0.07 0.3574
H 5.35750 -4.01921 -0.87826 0.17 0.10 0.22 0.3422
H 5.13389 -6.85873 -0.21538 0.03 0.47 -0.02 0.1622
H 4.18180 -5.61160 0.50883 -0.09 0.67 -0.22 0.1592
H 3.62142 -5.31144 -1.88098 -0.51 0.20 -0.42 0.4521
```
Positions in Å, forces in eV/Å.

Summary:
**Gap between HOMO and LUMO**: 9.21 eV
**Lowest unoccupied orbital energy**: 0.020 hartree
**E_tot**: -1007.92895 hartree
**Highest occupied orbital energy**: -8.65 eV
**ΔE to the lowest compared entry with this formula, charge and spin**: 21.91 kcal per mole

---

[4]
Entry from the OMol25 dataset: a gas-phase ion, C2H9NP3 (charge +1) in a non-equilibrium geometry (the ωB97M-V functional and the def2-TZVPD basis).

XYZ file:
```
15
Properties=species:S:1:pos:R:3:forces:R:3:nbo_charge:R:1
C -1.10200 -0.98013 -0.75959 0.75 -1.49 -3.99 -1.0241
C 0.81917 -0.24968 1.04718 0.20 -1.71 1.34 -0.9934
N 1.54085 0.16830 -1.30918 -2.98 0.45 -0.36 -1.1992
P 2.36733 1.22039 -2.13897 1.03 -1.43 -0.10 0.9937
P -1.10203 2.21681 -0.12362 -0.05 0.14 -3.48 0.1278
P 0.03139 0.29576 -0.45222 2.84 1.01 1.76 1.4162
H -1.62268 -0.76120 -1.73899 -0.15 -0.29 1.35 0.2849
H -1.68563 -1.26028 0.08457 -0.71 0.17 0.51 0.2942
H -0.44976 -1.85862 -1.05178 -0.60 0.67 0.52 0.2933
H 0.14420 -0.95392 1.56687 0.04 0.58 0.09 0.2581
H 1.14365 0.51170 1.74623 0.01 0.21 -0.07 0.2723
H 1.67986 -0.91355 0.78307 -0.57 0.80 0.04 0.2844
H 3.38675 0.14647 -2.34884 -0.34 1.40 -0.22 -0.0368
H -0.14674 2.80792 0.60385 1.74 0.80 0.68 0.0101
H -1.70672 1.89131 1.00564 -1.22 -1.33 1.92 0.0186
```
Positions in Å, forces in eV/Å.

Summary:
**Gap between HOMO and LUMO**: 8.64 eV
**Lowest unoccupied orbital energy**: -0.189 hartree
**E_tot**: -1160.09954 hartree
**Highest occupied orbital energy**: -13.77 eV
**Total charge**: +1
**ΔE to the lowest compared entry with this formula, charge and spin**: 5.52 kcal per mole

---

[5]
Entry from the OMol25 dataset: a molecular structure, C2H9NP3 in a non-equilibrium geometry (the ωB97M-V functional and the def2-TZVPD basis).

XYZ file:
```
15
Properties=species:S:1:pos:R:3:forces:R:3:nbo_charge:R:1
C -0.89758 0.83081 -1.30408 0.40 1.56 0.23 -0.9862
C 0.39378 -1.63465 0.01863 0.63 0.26 -0.34 -0.9650
N 1.56520 0.66587 -0.10356 -2.12 0.36 0.62 -1.1773
P 2.12012 2.00003 0.49480 0.47 0.58 0.27 0.9992
P -1.82590 0.27888 1.67606 1.74 0.24 1.63 0.1577
P -0.05240 0.14458 0.14927 0.70 -1.63 -0.13 1.3290
H -1.41070 0.06862 -1.89113 0.34 0.16 -0.22 0.2845
H -0.07053 1.42354 -1.80045 -1.09 -1.10 -0.13 0.2816
H -1.63781 1.61484 -0.99721 0.48 -0.82 -0.04 0.2769
H -0.20678 -2.28189 -0.60290 -0.49 0.08 -0.10 0.2708
H 0.52983 -2.08749 0.98242 -0.45 -0.08 0.75 0.2664
H 1.41849 -1.64010 -0.36815 -0.32 0.12 -0.34 0.2779
H 3.24239 1.97459 -0.34609 0.63 0.32 0.05 -0.0655
H -1.26603 -0.38050 2.95280 -0.31 1.02 -1.72 0.0581
H -1.90209 -0.97711 1.13960 -0.62 -1.08 -0.54 -0.0083
```
Positions in Å, forces in eV/Å.

Summary:
**Gap between HOMO and LUMO**: 8.69 eV
**Lowest unoccupied orbital energy**: -0.192 hartree
**E_tot**: -1160.09553 hartree
**Highest occupied orbital energy**: -13.92 eV
**Total charge**: +1
**ΔE to the lowest compared entry with this formula, charge and spin**: 8.03 kcal per mole

---

[6]
Entry from the OMol25 dataset: 3 unconnected molecules or ions with the total composition C2H9NS in a non-equilibrium geometry (the ωB97M-V functional and the def2-TZVPD basis).

XYZ file:
```
13
Properties=species:S:1:pos:R:3:forces:R:3:nbo_charge:R:1
N 0.65474 -0.65356 -2.71541 -3.79 1.94 -4.28 -1.0638
H 0.06885 -0.99338 -3.64171 2.31 0.50 2.81 0.3458
H -3.91762 -2.93935 -0.79442 -0.60 -2.43 -3.68 0.0046
H 0.71022 -1.43828 -2.10895 -0.53 -0.43 0.93 0.3668
H -0.09343 0.10209 -2.46578 2.06 -2.05 0.41 0.3512
C -0.68699 -0.24188 1.30428 -1.61 3.13 2.19 -0.5272
C -0.83275 0.88017 0.32038 3.06 -0.62 0.16 -0.4068
S 0.97028 0.42635 0.94023 -1.30 -0.95 -0.61 0.0417
H -3.82920 -2.58372 -0.25557 0.60 2.43 3.68 -0.0047
H -1.25255 -1.11762 1.08389 0.81 -1.23 -0.30 0.2305
H -1.01761 0.19804 2.37042 0.65 -1.38 -2.37 0.2200
H -0.77219 0.89806 -0.78025 -0.69 -0.58 0.88 0.2267
H -0.88559 1.79774 0.80854 -0.96 1.67 0.18 0.2150
```
Positions in Å, forces in eV/Å.

Summary:
**Gap between HOMO and LUMO**: 9.67 eV
**Lowest unoccupied orbital energy**: 0.031 hartree
**E_tot**: -534.40540 hartree
**Highest occupied orbital energy**: -8.83 eV
**ΔE to the lowest compared entry with this formula, charge and spin**: 77.99 kcal per mole

---

[7]
Entry from the OMol25 dataset: 3 unconnected molecules or ions with the total composition C2H9NS in a non-equilibrium geometry (the ωB97M-V functional and the def2-TZVPD basis).

XYZ file:
```
13
Properties=species:S:1:pos:R:3:forces:R:3:nbo_charge:R:1
S -0.50320 0.88510 2.04791 2.80 -2.24 -0.36 -0.2806
H -0.58078 0.08288 3.07485 -0.59 -0.21 1.19 0.1296
C -1.11081 -0.40037 -0.84303 0.44 -1.04 0.33 -0.4324
N 0.26552 -0.75728 -0.39005 0.01 0.84 -0.69 -0.5988
C 1.15936 0.36945 -0.77161 -0.08 -0.56 0.12 -0.4414
H -1.80053 -1.13982 -0.37297 0.27 0.58 -0.65 0.2044
H -1.39640 0.60595 -0.51975 -0.10 -0.01 -0.11 0.1743
H -1.13598 -0.45206 -1.95009 -0.13 -0.09 0.63 0.2018
H 0.20990 -0.73495 0.65533 -0.25 -0.56 -2.09 0.2811
H 0.68249 -0.47267 1.69403 -2.04 3.52 1.52 0.1890
H 1.21053 0.42626 -1.86781 -0.04 0.03 0.33 0.2059
H 2.17282 0.25201 -0.38314 -0.02 -0.37 -0.09 0.2001
H 0.82708 1.33550 -0.37367 -0.27 0.11 -0.14 0.1672
```
Positions in Å, forces in eV/Å.

Summary:
**Gap between HOMO and LUMO**: 8.22 eV
**Lowest unoccupied orbital energy**: -0.030 hartree
**E_tot**: -534.41263 hartree
**Highest occupied orbital energy**: -9.04 eV
**ΔE to the lowest compared entry with this formula, charge and spin**: 73.45 kcal per mole

---

[8]
Entry from the OMol25 dataset: 2 unconnected molecules or ions with the total composition C2H9NS2 in a non-equilibrium geometry (the ωB97M-V functional and the def2-TZVPD basis).

XYZ file:
```
14
Properties=species:S:1:pos:R:3:forces:R:3:nbo_charge:R:1
S -0.33924 0.77273 2.92880 -0.77 -0.28 1.29 -0.1433
S -1.01036 2.55458 2.13825 0.59 -0.42 -0.35 -0.0869
H 0.73483 0.28100 2.30262 0.16 0.55 -0.65 0.1071
H -0.01227 3.32678 2.58499 -0.04 0.15 0.08 0.1306
C -0.41078 -1.59910 -1.23577 -0.50 -0.41 -0.15 -0.6294
C 0.59924 -0.47392 -1.32111 0.59 0.21 0.19 -0.2255
N 0.26168 0.70006 -0.48082 -0.05 -0.82 -0.76 -0.8137
H -1.44695 -1.22957 -1.24556 0.27 0.07 -0.02 0.1998
H -0.35571 -2.34660 -2.02823 0.24 0.22 -0.29 0.2129
H -0.28598 -2.18077 -0.33359 -0.02 0.02 0.54 0.2031
H 1.58480 -0.80959 -0.98839 -0.04 -0.21 0.06 0.1794
H 0.79585 -0.17408 -2.34183 -0.40 0.26 -0.40 0.1810
H 0.64035 0.47700 0.42651 -0.32 0.31 0.16 0.3367
H -0.75545 0.70148 -0.40586 0.28 0.35 0.29 0.3479
```
Positions in Å, forces in eV/Å.

Summary:
**Gap between HOMO and LUMO**: 9.33 eV
**Lowest unoccupied orbital energy**: 0.006 hartree
**E_tot**: -932.69278 hartree
**Highest occupied orbital energy**: -9.17 eV
**ΔE to the lowest compared entry with this formula, charge and spin**: 19.62 kcal per mole

---

[9]
Entry from the OMol25 dataset: 2 unconnected molecules or ions with the total composition C2H9O2 in a non-equilibrium geometry (the ωB97M-V functional and the def2-TZVPD basis).

XYZ file:
```
13
Properties=species:S:1:pos:R:3:forces:R:3:nbo_charge:R:1
O 1.30802 0.23459 -1.53403 0.39 3.78 -3.85 -0.9854
H 0.39270 -1.10805 -0.99640 -0.40 0.89 0.94 0.5880
H 2.05360 0.10943 -2.16483 0.08 -0.99 0.91 0.5082
H 1.06760 1.14454 -2.09659 -0.11 -3.05 2.66 0.5207
C -0.61895 -0.64261 0.88579 4.71 -1.21 3.67 -0.1143
O -0.45474 -1.23119 -0.44057 -1.42 -0.18 -1.44 -0.6121
C -0.47715 0.82012 0.97093 1.45 1.50 0.45 -0.6981
H -1.33521 -1.20269 1.45825 -1.22 0.13 -0.65 0.2525
H 0.33164 -0.98820 1.53624 -1.71 0.23 -2.01 0.2306
H -1.17235 -0.80133 -0.96650 0.46 -0.67 -0.13 0.5429
H 0.50508 1.17316 0.50476 -1.70 -0.39 0.18 0.2552
H -1.33182 1.44850 0.82503 -0.51 0.25 -1.00 0.2416
H -0.26841 1.04373 2.01791 -0.01 -0.29 0.28 0.2703
```
Positions in Å, forces in eV/Å.

Summary:
**Gap between HOMO and LUMO**: 12.70 eV
**Lowest unoccupied orbital energy**: -0.144 hartree
**E_tot**: -231.73953 hartree
**Highest occupied orbital energy**: -16.61 eV
**Total charge**: +1
**ΔE to the lowest compared entry with this formula, charge and spin**: 37.66 kcal per mole

---

[10]
Entry from the OMol25 dataset: 3 unconnected molecules or ions with the total composition C2H9O2S in a non-equilibrium geometry (the ωB97M-V functional and the def2-TZVPD basis).

XYZ file:
```
14
Properties=species:S:1:pos:R:3:forces:R:3:nbo_charge:R:1
C 2.10262 -0.09132 1.38081 -0.83 -1.39 -0.37 -0.6169
C 1.12076 -0.19733 0.16521 0.76 1.07 1.43 -0.5178
S -0.36848 0.77527 0.55848 -0.25 -0.19 -0.45 -0.6903
H 1.57002 -0.37584 2.29884 0.24 -0.12 -0.16 0.2002
H 2.37432 0.94182 1.50029 0.35 0.43 -0.03 0.1982
H 2.97939 -0.75206 1.21481 -0.16 0.42 0.26 0.1667
H 0.88454 -1.22825 -0.09213 0.15 -0.02 -0.09 0.1804
H 1.70844 0.31653 -0.59201 -0.29 -0.33 -0.80 0.1674
H -3.19698 -1.32726 -0.39954 0.35 0.08 0.43 0.4446
H -1.97026 -0.73422 0.38236 -0.20 -0.04 0.18 0.4944
O -2.73781 -1.36730 0.45529 -0.18 -0.07 -0.50 -1.0104
H -1.82987 0.97191 -1.74406 -0.35 0.53 0.42 0.4870
H -0.85961 1.43598 -2.66680 0.36 0.48 -0.32 0.4599
O -1.77709 1.63207 -2.46157 0.04 -0.86 0.00 -0.9636
```
Positions in Å, forces in eV/Å.

Summary:
**Gap between HOMO and LUMO**: 7.10 eV
**Lowest unoccupied orbital energy**: 0.151 hartree
**E_tot**: -630.30371 hartree
**Highest occupied orbital energy**: -2.99 eV
**Total charge**: -1
**ΔE to the lowest compared entry with this formula, charge and spin**: 8.44 kcal per mole